Computed, not measured: an isolated ion of composition C4H10NO5S2 and charge -1 in a non-equilibrium geometry, with wB97M-V/def2-TZVPD.

Net charge ... -1
Highest occupied orbital energy ... -4.1 eV
Frontier orbital gap ... 7.41 eV
Lowest unoccupied orbital energy ... 3.34 eV

Cartesian coordinates (Å):
C 1.7403 -0.9695 -0.5232
C -1.7019 0.7929 1.6401
C 0.6078 0.0355 -0.3591
C -1.6665 0.1684 -1.2347
N -0.3816 -0.4056 -1.1409
O 1.3753 2.2119 0.7177
O -0.9157 2.1800 -0.6102
O 2.5879 1.4181 -1.2169
O -3.6946 0.1694 0.2205
O -2.3367 0.1442 -2.2702
S 0.9368 1.8404 -0.6561
S -2.2371 1.3708 -0.0720
H 2.6472 -0.6263 0.0875
H 2.0366 -1.0389 -1.5270
H 1.4033 -1.9825 -0.2701
H -0.8169 1.3298 1.8348
H -1.6455 -0.3344 1.4963
H -2.5977 1.0449 2.2755
H 0.3473 -0.0215 0.6625
H -0.1669 -0.8904 -2.0112
H 3.0472 1.3937 -0.3373
H -4.5121 0.6874 0.0447

These are the natural (NBO) partial charges, in e, on atoms 1 to 5: -0.588 -0.766 -0.252 0.507 -0.648

=====

Computed, not measured: a 2-piece molecular cluster, C4H10NOP overall in a non-equilibrium geometry, with wB97M-V/def2-TZVPD.

Net charge ... 0
SMILES string ... CN(C)C=O.C=P
Highest occupied orbital energy ... -9.4 eV
Frontier orbital gap ... 9.41 eV
Lowest unoccupied orbital energy ... 0.04 eV

Cartesian coordinates (Å):
C -0.7757 -0.9568 -0.2333
C -2.7798 0.5246 -0.0837
C -0.6388 1.4226 0.3737
C 3.2815 -1.4870 0.0546
N -1.3324 0.2371 -0.0474
O -1.2935 -1.9925 -0.5657
P 3.1497 0.1689 0.1687
H -3.0369 0.2982 0.8680
H -3.0595 1.5475 -0.3924
H -3.4291 -0.1615 -0.6891
H -1.2444 2.1859 0.9642
H 0.2131 0.9732 1.0465
H -0.2191 2.0572 -0.4367
H 0.3968 -1.0127 -0.2141
H 2.5919 -2.0941 0.6329
H 3.9101 -2.0851 -0.5434
H 4.2660 0.3745 -0.9028

These are the natural (NBO) partial charges, in e, on atoms 1 to 5: 0.533 -0.420 -0.415 -0.777 -0.453

=====

Computed, not measured: an isolated ion of composition C4H10NOS and charge -1 in a non-equilibrium geometry, with wB97M-V/def2-TZVPD.

Net charge ... -1
SMILES string ... N[C@@H](C[O-])CCS
Highest occupied orbital energy ... -2.7 eV
Frontier orbital gap ... 5.66 eV
Lowest unoccupied orbital energy ... 2.99 eV

Cartesian coordinates (Å):
C -0.8720 -1.3514 1.4611
O -0.6206 -1.3390 2.7670
C -0.1221 -0.1727 0.7043
C -0.1889 -0.0512 -0.7875
C 0.8343 0.9303 -1.3750
S 1.5837 0.3353 -2.9411
N -0.2782 1.1183 1.4123
H -0.5387 -2.1860 0.7812
H -1.9555 -1.2067 1.2664
H 0.9429 -0.4221 0.9128
H 0.0051 -1.0604 -1.1797
H -1.1596 0.2134 -1.2244
H 1.7988 0.9873 -0.8645
H 0.4021 1.9301 -1.3450
H 0.5430 -0.0466 -3.6922
H -0.9228 0.9062 2.1828
H 0.5484 1.4152 1.9215

These are the natural (NBO) partial charges, in e, on atoms 1 to 5: -0.002 -0.941 -0.087 -0.422 -0.477

=====

Computed, not measured: an isolated ion of composition C4H10NOS and charge -1 in a non-equilibrium geometry, with wB97M-V/def2-TZVPD.

Net charge ... -1
SMILES string ... N[C@H](C[O-])CCS
Highest occupied orbital energy ... -2.6 eV
Frontier orbital gap ... 5.84 eV
Lowest unoccupied orbital energy ... 3.23 eV

Cartesian coordinates (Å):
C 0.6558 0.7981 1.7091
O 1.9377 0.7413 2.0751
C 0.4663 0.3554 0.1803
C -0.9466 -0.2416 0.0230
C -1.2484 -0.9256 -1.2907
S -1.2364 0.2447 -2.7791
N 1.4914 -0.5698 -0.2298
H 0.1192 1.7744 1.7776
H 0.0578 0.0260 2.3492
H 0.5559 1.2993 -0.4244
H -1.5937 0.5600 0.4230
H -1.1062 -1.0922 0.7246
H -0.4654 -1.6974 -1.3502
H -2.2786 -1.2566 -1.2310
H -0.2723 1.1599 -2.3295
H 1.5727 -1.2444 0.5263
H 2.2908 0.0685 -0.1535

These are the natural (NBO) partial charges, in e, on atoms 1 to 5: -0.009 -0.952 -0.084 -0.429 -0.472

=====

Computed, not measured: a 3-piece molecular cluster, C4H10NOS overall in a non-equilibrium geometry, with wB97M-V/def2-TZVPD.

Net charge ... -1
Highest occupied orbital energy ... -3.4 eV
Frontier orbital gap ... 3.47 eV
Lowest unoccupied orbital energy ... 0.12 eV

Cartesian coordinates (Å):
C 0.7236 0.3905 1.7666
N -0.5588 0.4047 1.4892
C -1.0626 0.5025 0.0477
O -0.0026 -0.5795 -2.5269
C 1.8667 -0.0380 0.9487
C 1.7930 -0.6697 -0.3585
S -4.1553 0.4440 0.0439
H 1.1047 0.6554 2.7298
H 1.7532 0.0204 -1.2582
H -0.3399 0.7752 -0.8304
H -1.6471 -0.4992 0.0924
H -1.8048 1.3657 -0.1268
H -3.4552 0.4367 1.1547
H 2.8955 0.2149 1.3468
H 0.7944 -1.1155 -0.4425
H 2.5254 -1.4125 -0.7827
H -0.4302 -0.8956 -3.2940

These are the natural (NBO) partial charges, in e, on atoms 1 to 5: -0.088 -0.236 -0.519 -1.258 0.033

=====

Computed, not measured: C4H10NOS as an isolated structure in a non-equilibrium geometry, with wB97M-V/def2-TZVPD.

Net charge ... -1
Highest occupied orbital energy ... -3.1 eV
Frontier orbital gap ... 7.03 eV
Lowest unoccupied orbital energy ... 3.89 eV

Cartesian coordinates (Å):
O 0.9224 -1.6800 0.6835
C 1.6780 -0.8336 0.1219
C 1.8974 -0.8004 -1.3839
H 2.4930 -0.3990 0.6929
H 2.1075 -1.8531 -1.6741
H 2.6932 -0.1161 -1.6721
H 0.9781 -0.5108 -1.8511
C -1.6354 -0.0155 0.4052
C -0.5881 0.7295 1.3499
S 0.7788 1.3912 0.3674
N -2.2829 0.8632 -0.6413
H -2.4631 -0.4404 1.0612
H -1.1373 -0.8302 -0.0641
H -0.2576 0.0283 2.1644
H -1.0823 1.5623 1.7892
H -1.4769 1.2046 -1.1938
H -2.6250 1.6999 -0.1553

These are the natural (NBO) partial charges, in e, on atoms 1 to 5: -0.733 0.352 -0.699 0.112 0.194

=====

Computed, not measured: C4H10NP in the gas phase in a non-equilibrium geometry, with wB97M-V/def2-TZVPD.

Net charge ... 0
SMILES string ... C=NP(C)CC
Highest occupied orbital energy ... -9.1 eV
Frontier orbital gap ... 10.16 eV
Lowest unoccupied orbital energy ... 1.05 eV

Cartesian coordinates (Å):
C 2.2608 1.2933 -0.2749
C -2.0640 0.3509 0.4026
C 1.4535 -1.5464 -0.1244
C -0.9167 -0.1478 -0.2894
N 1.1149 1.0582 0.0948
P 0.5024 -0.2767 0.8674
H 2.5268 2.2273 -0.7804
H 2.9945 0.3970 -0.3757
H -1.8716 1.2921 0.9410
H -2.9822 0.4094 -0.2789
H -2.5024 -0.3453 1.1009
H 2.5651 -1.7358 0.2818
H 1.6529 -1.1695 -1.1716
H 1.0444 -2.6215 -0.0140
H -0.5431 0.4183 -1.1437
H -1.1687 -1.2656 -0.4997

These are the natural (NBO) partial charges, in e, on atoms 1 to 5: -0.027 -0.622 -1.005 -0.688 -0.737

=====

Computed, not measured: a 2-piece molecular cluster, C4H10NS overall in a non-equilibrium geometry, with wB97M-V/def2-TZVPD.

Net charge ... 0
Multiplicity ... 2
Highest occupied orbital energy (spin up / spin down) ... -8.0 / -8.0 eV
Frontier orbital gap (spin up / spin down) ... 8.93 / 5.82 eV
Lowest unoccupied orbital energy (spin up / spin down) ... 0.91 / -2.19 eV

Cartesian coordinates (Å):
C -1.1314 -2.1696 -1.2175
C -2.0067 -1.1775 -1.4127
N -1.7053 0.1707 -1.3592
H -0.0634 -1.9843 -1.1553
H -1.4566 -3.1955 -1.1343
H -3.0133 -1.4079 -1.7391
H -0.7246 0.4160 -1.2944
H -2.2861 0.7852 -1.9015
C 1.2143 1.4495 2.0547
C 1.9298 0.6515 0.9595
S 1.2903 0.9830 -0.7036
H 0.1520 1.2066 1.9758
H 1.2907 2.5098 1.8125
H 1.6653 1.2758 3.0281
H 1.8489 -0.4163 1.1667
H 2.9962 0.9030 0.9204

These are the natural (NBO) partial charges, in e, on atoms 1 to 5: -0.546 0.018 -0.817 0.190 0.204

=====

Computed, not measured: an isolated ion of composition C4H10NS and charge +1 in a non-equilibrium geometry, with wB97M-V/def2-TZVPD.

Net charge ... +1
SMILES string ... CSC[NH+]1CC1
Highest occupied orbital energy ... -13.6 eV
Frontier orbital gap ... 10.15 eV
Lowest unoccupied orbital energy ... -3.42 eV

Cartesian coordinates (Å):
C 0.0022 -1.7451 -0.9822
C -0.8472 -1.8539 0.2268
C -0.1736 2.5142 -0.0213
C 1.1388 0.2400 0.8035
N -0.2246 -0.6204 -0.0732
S 0.4096 1.7239 1.4467
H 1.0226 -2.1307 -1.0822
H -0.3932 -1.7625 -2.0367
H -1.8599 -1.9609 0.1114
H -0.4172 -2.4431 1.1141
H -1.2978 2.3647 0.0738
H 0.2849 2.0530 -0.8189
H -0.0131 3.6191 0.0658
H 1.4295 -0.5370 1.5755
H 1.6954 0.3472 -0.0446
H -0.7563 0.1914 -0.3586

These are the natural (NBO) partial charges, in e, on atoms 1 to 5: -0.250 -0.219 -0.782 -0.296 -0.429

=====

Computed, not measured: a 2-piece molecular cluster, C4H10NS overall in a non-equilibrium geometry, with wB97M-V/def2-TZVPD.

Net charge ... +1
Highest occupied orbital energy (spin up / spin down) ... -11.8 / -12.2 eV
Frontier orbital gap (spin up / spin down) ... 6.51 / 7.42 eV
Lowest unoccupied orbital energy (spin up / spin down) ... -5.32 / -4.77 eV

Cartesian coordinates (Å):
C 1.8048 -1.0492 0.5134
C 0.7250 1.6508 -0.2547
C -1.3661 -0.0592 -0.2801
C -2.5631 -0.7680 0.1087
N 2.1054 0.1191 -0.0481
S -0.6079 1.0847 0.7010
H 1.6363 -0.9855 1.5378
H 1.1995 -1.8110 -0.0321
H 1.2468 2.3329 0.4024
H 0.5844 1.7076 -1.3127
H -0.9842 -0.3847 -1.2758
H -2.6869 -1.2079 1.1005
H -2.7751 -1.6772 -0.6198
H -3.3842 -0.0504 -0.0541
H 2.6210 0.8234 0.4919
H 2.4444 0.2745 -0.9783

These are the natural (NBO) partial charges, in e, on atoms 1 to 5: -0.147 -0.641 -0.315 -0.714 -0.599

=====

Computed, not measured: an isolated ion of composition C4H10NS and charge +1 in a non-equilibrium geometry, with wB97M-V/def2-TZVPD.

Net charge ... +1
Highest occupied orbital energy (spin up / spin down) ... -13.8 / -11.3 eV
Frontier orbital gap (spin up / spin down) ... 9.71 / 6.05 eV
Lowest unoccupied orbital energy (spin up / spin down) ... -4.07 / -5.23 eV

Cartesian coordinates (Å):
C -0.0117 -0.7237 -0.8019
C -0.5610 -1.5245 0.3954
C 0.4896 0.6405 -0.4433
C 1.7649 1.1866 -0.7677
N -1.7943 -1.0494 1.0681
S -0.6135 1.5977 0.4818
H 0.6551 -1.3947 -1.4051
H -0.9965 -0.6950 -1.4104
H 0.1756 -1.7963 1.3041
H 2.5033 1.4723 -0.0393
H 1.7248 2.0960 -1.4469
H 2.4421 0.4720 -1.4199
H -1.5905 -0.3560 1.8541
H -2.1397 -1.9070 1.3887
H -2.3662 -0.5230 0.3759
H 0.3181 2.5047 0.8662

These are the natural (NBO) partial charges, in e, on atoms 1 to 5: -0.544 0.017 -0.067 -0.730 -0.744

=====

Computed, not measured: a 2-piece molecular cluster, C4H10NS3 overall in a non-equilibrium geometry, with wB97M-V/def2-TZVPD.

Net charge ... +1
Highest occupied orbital energy (spin up / spin down) ... -11.8 / -11.6 eV
Frontier orbital gap (spin up / spin down) ... 7.90 / 7.71 eV
Lowest unoccupied orbital energy (spin up / spin down) ... -3.90 / -3.92 eV

Cartesian coordinates (Å):
C 1.6101 -0.5590 0.2980
C 0.7046 -0.3119 -1.9405
C 0.6004 0.5040 0.2878
C -1.2919 -0.5440 1.5406
N -0.0381 0.6882 -0.9683
S 0.9456 -1.7417 -0.8123
S -1.9912 0.5156 2.7115
S -2.2997 -0.9919 0.1813
H 2.4884 -0.0457 -0.2101
H 1.9580 -0.8626 1.2772
H 0.0998 -0.6086 -2.8315
H 1.7054 0.1873 -2.0594
H 0.7908 1.3334 1.0244
H -0.6022 -1.4372 1.7221
H -0.0439 1.5453 -1.4775
H -1.0157 0.2676 -0.9165
H -1.4019 -0.1205 3.8298
H -3.2659 -0.1461 0.3578

These are the natural (NBO) partial charges, in e, on atoms 1 to 5: -0.625 -0.368 -0.114 -0.580 -0.589

=====

How do the records compare in energy above the lowest of the compared OMol25 structures with the same formula, charge and spin? In the order shown, they have 74.7 74.3 65.1 64.4 195.0 40.2 28.4 13.7 65.9 109.5 100.2 57.2 kcal/mol.
How do the records compare in E_tot? In the order shown, they have -1385.657583 -629.653582 -686.560935 -686.562030 -686.353884 -686.600517 -554.439404 -611.265577 -610.998256 -610.928807 -610.943480 -1407.341109 hartree.